No. 1
13
Properties=species:S:1:pos:R:3:forces:R:3:lowdin_charge:R:1 method="wB97M-V/def2-TZVPD" homo_lumo_gap_ev="8.7146 / 8.7141" mol_weight_g_mol=74.1 de_lowest_kj_mol=388.6 e_tot_ev=-6664.602 multiplicity=1 total_charge=+1 lumo_ev="-4.8 / -4.8" smiles="C=[NH+]NCN" homo_energy_ev="-13.526 / -13.525"
C -2.23287 0.24835 -0.14720 3.191 -0.116 2.560 0.19
N -1.02195 0.04391 0.34985 -1.880 0.743 -0.667 0.01
N -0.06195 -0.74500 -0.11958 -3.134 -2.767 -1.698 -0.02
C 1.28769 -0.53428 0.28079 0.746 0.594 -1.025 -0.27
N 1.66893 0.66786 -0.36276 -1.156 3.658 4.460 0.02
H -2.84813 0.90140 0.41068 -0.539 0.554 0.351 0.10
H -2.59524 -0.36212 -0.89984 -0.438 -0.836 -1.674 0.09
H -0.75298 0.53358 1.21663 -0.252 -0.105 -0.511 0.20
H -0.28997 -1.14553 -1.09105 0.696 0.965 2.122 0.21
H 1.38032 -0.66955 1.39782 0.094 0.668 -1.114 0.16
H 1.81941 -1.29562 -0.21140 0.719 -1.508 -0.088 0.12
H 2.23476 0.88251 -1.14974 0.634 -0.448 -0.138 0.08
H 1.41198 1.47450 0.32580 1.321 -1.402 -2.577 0.13

No. 2
13
Properties=species:S:1:pos:R:3:forces:R:3:lowdin_charge:R:1 method="wB97M-V/def2-TZVPD" homo_lumo_gap_ev=9.2785 mol_weight_g_mol=74.1 de_lowest_kj_mol=466.1 e_tot_ev=-6663.798 multiplicity=1 total_charge=+1 lumo_ev=-6.2 homo_energy_ev=-15.516
C -0.95535 -0.16835 -0.76478 0.296 -0.684 -3.414 -0.31
C 0.88934 -0.73289 0.32537 1.296 -0.310 -1.021 -0.20
N -0.39327 -1.22780 0.02717 0.797 1.074 -2.199 0.01
N -0.94350 1.01258 -0.03124 2.285 2.033 1.396 0.18
N 0.85768 0.70827 0.69608 -0.614 1.667 -3.362 0.17
H -0.54123 -0.06214 -1.82507 0.044 -0.436 1.442 0.16
H -1.95661 -0.47745 -0.93708 -1.527 0.174 -0.049 0.15
H 1.34004 -1.34124 1.05316 0.654 -0.480 1.430 0.13
H 1.51137 -0.89573 -0.59792 -0.392 0.901 0.861 0.16
H -0.97748 -1.28267 0.79204 -1.277 -0.693 2.399 0.10
H -0.83656 1.94460 -0.52533 -0.111 -1.453 0.103 0.15
H 0.38167 1.15612 1.42971 -0.269 -0.433 2.260 0.11
H 1.62390 1.36670 0.35789 -1.182 -1.360 0.153 0.19